# 1
Molecular formula: C26H26ClN5O6
Method: DFT, ωB97M-V/def2-TZVPD

```
64
Properties=species:S:1:pos:R:3:forces:R:3
C 0.8734 -2.1043 4.4683 2.4 -3.7 1.8
C 0.7182 -3.3474 3.4402 6.5 0.8 3.0
H 1.4462 -4.2248 3.7017 -1.1 1.8 -0.5
H -0.2161 -3.7248 3.5777 -2.7 -0.8 -0.9
O 1.1882 -2.8737 2.0523 -3.8 -1.7 4.6
C 0.0016 -2.7552 1.4526 -2.4 -0.2 -3.2
O -1.2043 -2.8637 1.8657 5.4 0.6 -1.7
C 0.5295 -2.4807 0.0070 -2.9 -1.0 4.4
N -0.1241 -2.8048 -1.0882 -4.3 -1.5 0.0
N 0.3462 -2.1814 -2.1234 0.5 -3.0 2.7
N 1.3953 -1.7126 -1.5464 4.8 6.5 -6.9
C 1.6258 -1.7268 -0.2531 -2.4 0.7 -1.3
C 2.7028 -0.8561 0.3413 -15.1 0.4 5.1
O 3.7007 -1.1849 0.1616 18.6 -3.6 -4.6
O 2.2612 -0.3701 1.4625 -2.7 3.0 2.8
C 3.0849 0.3613 2.4629 2.9 -1.5 -2.4
C 3.5374 1.7821 1.7038 -4.1 -5.1 2.6
H 2.6866 2.3494 1.6782 -1.6 1.9 -0.3
H 4.2796 1.9580 2.2964 4.3 2.7 3.6
H 3.9391 1.4397 0.8627 1.1 -0.9 -4.0
H 4.0942 -0.3942 2.4396 -2.5 2.4 0.8
H 2.5805 0.3938 3.5117 0.6 -0.1 -2.3
C 2.0899 -0.7310 -2.4278 1.5 -5.1 -3.9
H 3.1135 -0.7672 -2.1725 1.8 -1.1 -0.4
C 1.9118 0.5571 -2.1445 -7.7 14.5 4.6
O 2.4276 1.4922 -1.4941 2.9 -3.4 -0.8
N 0.4854 1.2556 -2.3959 2.5 -6.2 -3.5
N -0.3481 0.0979 -3.0850 -4.4 9.2 2.5
C -1.5474 0.8161 -3.0274 0.7 -5.1 -3.4
C -2.6515 0.0976 -3.8175 4.7 -3.4 1.9
C -2.3966 -1.4253 -4.1602 2.9 7.1 3.7
C -3.2966 -2.0016 -4.8424 -7.6 -3.3 -2.9
C -4.6419 -1.3805 -5.1154 2.6 4.7 1.1
C -4.7391 0.1109 -4.8108 2.1 -8.8 -1.1
C -3.7556 0.7490 -4.1264 2.1 -11.6 -4.6
H -4.0136 1.5315 -3.8559 -3.1 13.6 4.7
H -5.5977 0.4298 -5.1549 -4.3 2.5 -1.2
Cl -6.0709 -2.1554 -5.7634 1.1 0.1 0.2
H -3.3024 -3.0756 -5.0030 0.4 0.0 -0.2
H -1.5185 -1.8836 -3.6925 -0.3 0.2 -0.6
C -1.8140 2.1806 -2.4211 8.6 -14.4 8.5
H -1.9382 2.8823 -2.8862 -2.6 13.2 -9.9
H -2.4311 2.1186 -1.6298 -2.5 -0.4 2.6
C -0.2575 2.3482 -1.7132 -4.5 -14.7 2.7
C -0.2378 1.9082 -0.1892 -2.4 0.9 -4.4
C 0.0774 2.9481 0.5023 -1.3 -4.2 7.6
C 0.0680 2.7723 1.9457 -0.2 0.2 1.9
C -0.4656 1.6065 2.3840 0.6 -4.5 1.0
C -0.8489 0.4183 1.5448 0.0 2.0 10.8
C -0.8540 0.7503 0.3981 -0.6 -0.3 -16.6
H -1.2766 -0.0138 -0.4599 1.1 1.7 2.0
H -1.2940 -0.4401 1.9483 -0.3 -0.9 0.7
O -0.4566 1.0111 3.6237 0.9 5.1 3.5
C -0.0278 2.1197 4.7555 0.8 -9.9 1.7
H 0.9874 2.3232 4.5728 1.7 -0.5 0.1
H -0.2540 1.4862 5.8424 0.8 2.1 -3.4
H -0.4128 3.0005 4.7318 -3.9 5.1 -0.5
H 0.5378 3.4300 2.7745 -0.9 -0.6 -2.0
H 0.5253 3.7383 0.2907 3.5 6.9 -3.2
H -0.0848 3.2084 -1.9128 3.5 10.5 -2.0
H 1.8981 -0.7884 -3.6398 0.4 -0.7 3.3
H 1.8913 -1.7253 4.4163 0.3 -0.2 -0.2
H 0.3141 -1.3564 4.0753 -2.3 2.4 -0.5
H 0.7592 -2.3233 5.6599 -0.4 0.2 -3.2
```
Positions in Å, forces in eV/Å.

Summary:
**Calculated total energy**: -59617.709 eV
**LUMO level**: -0.1 eV
**HOMO level**: -7.6 eV
**Relative energy (zero: lowest compared OMol25 entry of this formula, charge and spin)**: 2292.5 kJ/mol
**HOMO-LUMO gap**: 7.5 eV



# 2
Molecular formula: C5H10O
Method: DFT, ωB97M-V/def2-TZVPD

```
16
Properties=species:S:1:pos:R:3:forces:R:3
C 0.9777 0.6462 -0.3342 0.0 -0.7 -2.7
C 0.4872 -0.7952 -0.1123 -2.2 -1.0 -1.5
C -2.1010 0.6300 0.4996 -1.8 -1.2 -1.2
O 3.1475 0.2532 1.0641 -0.4 -1.0 -1.5
C -2.0211 -0.4257 -0.3827 0.1 1.5 1.1
C -0.8455 -1.0622 -0.7903 1.9 1.3 0.8
H 1.9455 0.5468 0.2351 1.2 0.2 0.5
H 1.0697 0.7803 -1.4216 0.4 0.3 0.3
H 0.4665 1.4862 0.0473 -1.1 0.5 0.7
H 1.1384 -1.5037 -0.6062 0.8 0.1 0.7
H 0.4216 -0.8270 0.9494 0.0 -0.9 0.9
H -1.2408 1.0489 0.9789 0.1 0.2 0.2
H -3.1340 1.0558 0.6101 1.4 -0.2 0.3
H -0.9320 -1.6503 -1.7263 0.4 0.3 0.7
H -2.8951 -0.7286 -0.8847 -1.2 -0.2 -0.4
H 3.5155 0.5454 1.8739 0.3 0.7 1.3
```
Positions in Å, forces in eV/Å.

Summary:
**Calculated total energy**: -7388.220 eV
**LUMO level**: -3.0 eV
**HOMO level**: -7.1 eV
**Relative energy (zero: lowest compared OMol25 entry of this formula, charge and spin)**: 631.5 kJ/mol
**HOMO-LUMO gap**: 4.2 eV



# 3
Molecular formula: C14H24N7NaO5S5
Method: DFT, ωB97M-V/def2-TZVPD

```
56
Properties=species:S:1:pos:R:3:forces:R:3
Na 3.6341 -21.2615 -1.2472 -0.5 -0.2 0.9
O 2.8583 -23.3320 -0.3707 -0.4 0.0 0.3
N 3.2358 -23.7047 0.8156 -0.1 -0.9 -0.6
C 2.3251 -24.3214 1.6541 1.0 0.2 0.6
C 2.7866 -24.9455 2.8337 -0.9 -0.5 -0.6
C 4.1214 -24.7686 3.2183 -1.1 0.1 0.5
C 4.9175 -24.0221 2.4255 1.3 -0.2 -0.9
C 4.6089 -23.6837 1.0951 -1.6 0.3 1.2
S 5.7540 -23.1813 0.0060 0.6 0.3 -0.9
H 1.2697 -24.1912 1.3458 1.0 -0.4 0.1
H 2.1799 -25.6962 3.3820 0.0 1.0 -0.3
H 4.4692 -25.1211 4.1802 0.0 -0.2 0.0
H 5.9478 -23.8340 2.6555 0.3 0.0 0.4
S 2.7604 -16.9837 3.4128 1.6 2.9 4.9
C 3.3568 -18.2139 2.4877 -0.1 -1.1 -1.3
S 4.6479 -19.2437 2.1884 -1.1 1.3 0.7
S 1.7859 -18.0007 1.7537 1.2 -3.2 -4.1
N 2.1112 -21.2413 -3.5018 0.4 1.7 0.3
C 2.4317 -19.8264 -3.8733 -1.2 -0.8 1.6
C 1.8836 -19.5230 -5.2823 -0.3 -0.3 -0.6
C 1.8925 -18.0548 -5.7688 0.4 -0.3 0.6
C 2.7510 -17.8067 -6.9843 -0.7 0.2 -1.6
N 4.0745 -18.1259 -6.5984 3.7 0.1 0.4
C 5.2436 -18.0714 -7.2303 -1.5 -0.7 1.5
N 5.4703 -17.4826 -8.4174 1.1 -0.2 -1.6
N 6.3635 -18.6725 -6.6588 -0.6 1.0 1.0
C 3.8865 -19.5191 -3.5407 2.8 0.0 -0.3
O 4.2690 -18.3333 -3.8607 -0.3 0.3 -1.4
O 4.6970 -20.3174 -2.9979 -1.9 0.4 -0.9
H 2.6480 -21.8836 -4.0452 0.4 -0.4 -0.4
H 1.1319 -21.4215 -3.6235 -0.4 -0.1 0.2
H 1.9703 -19.1139 -3.1235 -0.2 -1.0 -0.6
H 0.8349 -19.8797 -5.4253 0.5 0.3 1.0
H 2.3615 -20.2318 -5.9724 0.6 0.4 -0.2
H 2.1312 -17.3923 -4.9132 0.2 -0.3 -0.6
H 0.9269 -17.7947 -6.0854 -1.6 0.4 -0.2
H 2.6726 -16.7758 -7.3642 0.0 0.1 0.4
H 2.4172 -18.4119 -7.8880 0.4 0.2 1.1
H 4.2363 -18.1299 -5.5274 -0.5 -0.7 0.4
H 4.8434 -17.0385 -9.0815 -0.4 -0.3 1.0
H 6.3410 -17.7524 -8.8807 -0.5 0.1 0.4
H 6.3239 -18.9305 -5.6174 -0.4 0.5 -1.9
H 7.1473 -18.0606 -6.8679 0.3 -0.5 0.4
O 2.3476 -18.9029 0.3092 -1.5 1.1 -0.3
O 2.0372 -20.2871 0.2636 -1.0 -1.0 -0.2
C -3.6588 -20.5308 0.5152 -0.7 0.4 -1.0
N -2.6852 -21.0046 -0.4111 -0.5 -1.4 -1.2
C -1.4679 -20.4681 -0.6924 0.9 0.6 0.7
N -0.7242 -20.1884 0.3548 -0.3 0.6 0.7
S -0.9885 -20.1391 -2.2754 -0.2 -0.6 -0.4
H -3.3064 -20.3602 1.5111 0.4 0.2 0.5
H -4.4419 -21.2863 0.5733 -0.1 0.1 0.1
H -4.0788 -19.6108 0.0685 -0.2 0.0 0.7
H -3.0746 -21.3429 -1.2751 -0.4 0.2 -0.1
H -1.2182 -20.0058 1.2400 0.9 -0.7 -0.6
H 0.3424 -20.2713 0.2932 1.2 0.7 0.1
```
Positions in Å, forces in eV/Å.

Summary:
**Charge**: -2
**Calculated total energy**: -94163.022 eV
**LUMO level**: 2.4 eV
**HOMO level**: 0.4 eV
**Relative energy (zero: lowest compared OMol25 entry of this formula, charge and spin)**: 138.6 kJ/mol
**HOMO-LUMO gap**: 2.0 eV



Question: Which of these has the lowest relative energy (zero: lowest compared OMol25 entry of this formula, charge and spin)?
Answer: C14H24N7NaO5S5